1.
# C5H12S

A 2-piece molecular cluster, C5H12S overall (the ωB97M-V functional and the def2-TZVPD basis, the OMol25 dataset).

For the energy relative to the best compared isomer or geometry (same formula, charge and spin), the calculation gives 59.0 kcal per mole. The calculation puts the energy at -595.7880 Ha. The LUMO energy comes out at 0.9 eV. The maximum force comes out at 4.65 eV/A. As for the multiplicity: 1. As for the HOMO-LUMO gap: 10.05 eV. Its SMILES is C=CC.CCS.

Atoms and positions in Å:
H -0.024 -3.025 -0.038
C -0.716 2.298 -0.466
H 1.510 -2.208 1.098
S -2.197 -3.077 1.527
H 1.419 3.887 -1.641
H -1.340 1.423 -0.031
C 0.697 3.253 -2.279
H -0.040 -4.125 1.213
H -0.597 3.174 0.012
C -0.340 -3.109 0.995
H -1.997 -2.697 2.813
C 0.641 -2.221 1.675
H 0.016 3.957 -2.732
H 0.074 1.307 -2.086
H 1.571 2.929 -3.009
H 1.100 -2.653 2.649
C 0.055 2.145 -1.497
H 0.167 -1.258 1.797

What are the Mulliken partial charges on each atom? They are as follows, in elementary charge units: H 0.33; C -0.66; H 0.38; S -0.24; H 0.27; H 0.20; C -1.00; H 0.32; H 0.34; C -0.45; H 0.12; C -1.04; H 0.28; H 0.34; H 0.27; H 0.27; C -0.03; H 0.30

=====

2.
# C5H12Si

An isolated molecule of C5H12Si (the ωB97M-V functional and the def2-TZVPD basis, the OMol25 dataset).

For the energy relative to the best compared isomer or geometry (same formula, charge and spin), the calculation gives 47.1 kcal per mole. The calculation puts the energy at -487.1008 Ha. The LUMO energy comes out at 0.9 eV. The maximum force comes out at 3.23 eV/A. As for the multiplicity: 1. As for the HOMO-LUMO gap: 10.41 eV. Its SMILES is C=CC(C)(C)[SiH3].

Atoms and positions in Å:
Si -1.538 0.951 0.723
H 1.517 1.376 1.067
H 1.328 -0.385 1.537
H 0.490 1.498 -1.702
H 2.165 0.112 0.102
C 0.033 0.139 0.122
H 0.275 -3.324 -0.165
H -0.781 0.033 -1.918
C 0.209 0.415 -1.455
H -0.596 -1.560 1.380
H -1.150 2.345 0.288
H 0.972 -0.351 -1.690
C 0.364 -2.283 -0.424
C -0.101 -1.341 0.407
H 0.727 -1.940 -1.386
H -1.452 0.965 2.258
H -2.607 0.271 0.073
C 1.326 0.393 0.781

What are the Mulliken partial charges on each atom? They are as follows, in elementary charge units: Si 0.35; H 0.46; H 0.47; H 0.35; H 0.30; C 1.31; H 0.28; H 0.39; C -1.42; H 0.35; H -0.11; H 0.32; C -0.88; C -0.57; H 0.16; H -0.10; H -0.10; C -1.58

=====

3.
# C5H12Si2

An isolated molecule of C5H12Si2 (the ωB97M-V functional and the def2-TZVPD basis, the OMol25 dataset).

For the energy relative to the best compared isomer or geometry (same formula, charge and spin), the calculation gives 51.4 kcal per mole. The calculation puts the energy at -776.5887 Ha. The LUMO energy comes out at 0.8 eV. The maximum force comes out at 5.32 eV/A. As for the multiplicity: 1. As for the HOMO-LUMO gap: 9.35 eV. Its SMILES is CC(C)=C=C([SiH3])[SiH3].

Atoms and positions in Å:
C -0.030 0.025 -0.018
H -2.855 0.799 -1.505
H -2.274 -1.804 0.340
C -1.778 -1.684 -0.625
Si 0.796 0.932 2.489
H -1.670 0.325 -2.726
Si 2.785 0.113 -0.145
H 2.052 1.383 3.091
H -1.004 -2.447 -0.691
C 1.133 0.360 0.724
H -1.302 1.647 -1.614
H 3.385 -1.183 0.196
H -0.193 2.014 2.491
H 0.263 -0.201 3.253
H 3.692 1.180 0.285
H 2.595 0.181 -1.595
C -1.183 -0.314 -0.758
H -2.511 -1.854 -1.410
C -1.789 0.678 -1.699

What are the Mulliken partial charges on each atom? They are as follows, in elementary charge units: C -0.59; H 0.34; H 0.28; C -1.14; Si 0.46; H 0.32; Si 0.38; H -0.16; H 0.32; C 0.07; H 0.37; H -0.12; H -0.13; H -0.12; H -0.12; H -0.14; C 0.88; H 0.35; C -1.26

=====

4.
# C5H13BBr2N2

C5H13BBr2N2 as an isolated structure (the ωB97M-V functional and the def2-TZVPD basis, the OMol25 dataset).

The calculation puts the energy at -5480.6102 Ha. The LUMO energy comes out at 0.5 eV. The maximum force comes out at 5.53 eV/A. As for the multiplicity: 1. As for the HOMO-LUMO gap: 8.07 eV.

Atoms and positions in Å:
H -2.663 1.238 1.249
N 0.341 -0.937 -1.069
C -0.805 1.804 -0.441
H 1.727 -2.470 -0.489
H -1.882 -0.039 2.024
H -0.014 0.337 -2.798
B -0.148 -0.442 0.194
C 0.962 -0.005 3.005
H 2.545 -1.012 -0.901
H -1.017 2.710 0.174
Br 2.723 0.398 2.198
H 1.379 -0.460 3.919
H -0.127 -1.547 -3.047
H -1.404 -0.627 -2.251
Br 0.240 -1.519 1.803
C -0.306 -0.652 -2.368
H 1.888 -1.802 -2.208
C 1.638 -1.648 -1.127
N -0.818 0.652 0.377
H 0.155 2.016 -0.821
C -1.695 0.839 1.579
H -1.509 1.640 -1.249
H -1.210 1.525 2.243

What are the Mulliken partial charges on each atom? They are as follows, in elementary charge units: H 0.43; N 0.04; C -1.08; H 0.32; H 0.55; H 0.29; B 0.25; C -0.58; H 0.30; H 0.36; Br -0.22; H 0.27; H 0.41; H 0.31; Br -0.02; C -1.04; H 0.33; C -0.98; N 0.41; H 0.37; C -1.52; H 0.35; H 0.49